142
Properties=species:S:1:pos:R:3:forces:R:3 method="wB97M-V/def2-TZVPD" spin_multiplicity=1 total_energy_ha=-3995.180905
H 3.499 -0.556 3.359 0.082 -0.098 0.293
H 2.903 1.424 5.595 0.055 -0.010 0.020
H -0.547 -0.411 3.618 -0.005 0.126 0.066
C -9.501 0.173 -2.709 -0.020 -0.177 -0.040
H 6.474 3.685 -3.595 -0.055 -0.075 0.002
C -5.184 -2.420 -3.762 0.006 -0.065 -0.020
C 6.414 -0.558 5.233 0.159 -0.056 -0.119
H 6.314 7.210 1.433 0.006 -0.007 0.006
H 2.194 0.799 1.448 0.003 0.006 0.076
N -0.416 2.377 -2.359 0.907 0.639 0.586
C 6.040 7.102 -0.640 -0.064 0.011 0.194
C 6.317 -0.376 1.212 0.172 0.119 -0.019
S 0.010 2.637 -0.814 2.057 -0.291 -2.074
H -1.519 -2.165 8.352 0.014 -0.009 -0.027
C 3.126 -1.551 3.100 -0.372 0.869 -0.442
H -9.825 1.094 -3.185 0.013 0.019 0.012
C -2.425 -2.769 8.341 0.035 -0.049 -0.007
H -0.441 -2.707 -5.041 -0.170 -0.229 0.200
N -5.878 -0.001 -3.105 -0.071 0.238 0.106
C 0.014 -1.092 -1.250 -0.445 -0.695 -0.915
H -4.367 -2.754 -3.125 0.018 0.019 -0.009
H -11.644 3.721 -3.121 -0.026 0.018 -0.008
H -12.287 4.189 -1.539 -0.019 0.049 -0.013
H 4.625 7.265 0.896 -0.010 -0.012 0.005
C 5.597 6.810 0.719 0.018 -0.021 -0.040
H 6.629 4.939 -2.348 0.012 -0.003 -0.014
C 7.115 0.841 1.214 -0.306 0.040 0.093
N -10.904 -1.832 -3.603 -0.098 -0.162 -0.074
H 7.655 0.929 2.152 0.043 0.021 -0.027
H -0.960 -2.213 1.324 -0.015 -0.060 -0.202
C -0.416 1.047 -2.492 -0.125 -1.780 -0.196
C 0.282 -4.235 -9.136 0.007 0.004 -0.009
C -0.738 0.266 -3.625 -0.157 0.744 -0.232
H 2.071 2.989 5.703 -0.011 0.008 -0.049
C -0.243 -1.424 1.076 0.230 -0.148 0.976
C 6.430 3.884 -2.527 0.039 0.130 0.032
C 3.416 2.795 4.102 -0.008 -0.051 0.185
C 10.430 -0.141 0.734 0.081 -0.096 -0.157
N -3.670 -2.085 11.368 0.124 0.052 0.056
H -4.910 1.159 -1.108 -0.029 0.008 -0.080
Cl -2.068 -3.906 -2.367 0.099 -0.096 0.154
H 0.631 -2.246 2.823 0.124 0.013 0.076
C -3.297 2.330 -0.469 -0.151 -0.111 -0.033
H -12.059 9.545 -1.946 0.004 0.007 -0.002
C -0.352 -1.804 -2.385 0.383 -0.047 0.668
C 4.110 1.447 -5.458 -0.141 -0.053 -0.138
C 0.490 -4.096 -3.291 0.245 -0.206 0.446
C 2.258 -1.362 1.805 1.235 0.518 1.067
C -5.573 -1.066 -3.395 0.061 -0.190 -0.052
C 3.015 2.500 5.471 -0.048 -0.095 0.035
H 8.148 0.102 4.255 0.043 -0.018 0.009
H 0.722 -5.057 -2.828 -0.153 -0.057 -0.021
H 1.508 -5.060 3.876 0.019 0.015 0.002
H 3.778 2.858 6.158 0.020 -0.043 0.011
H -9.630 0.268 -1.633 0.003 0.058 0.001
C 7.419 3.072 -1.832 -0.131 0.070 -0.129
H 8.338 -1.387 5.198 0.013 0.007 0.002
H -0.117 -4.361 -4.152 -0.004 0.177 -0.083
H -11.853 8.728 -0.386 0.002 0.005 0.005
H 2.384 1.777 -6.597 -0.021 -0.011 0.020
O 0.696 -1.236 -7.323 -0.050 0.306 -0.233
C 10.818 -0.883 -0.458 -0.014 0.011 -0.021
H 0.275 -5.715 4.975 -0.013 0.013 0.039
N -2.192 2.627 -0.542 -2.872 0.184 0.896
O -0.980 -1.016 -6.032 -0.193 -0.322 -0.200
C -0.032 0.315 -1.335 0.084 1.445 0.842
H -6.584 -3.148 11.884 -0.006 -0.007 0.000
H -11.116 5.225 -2.358 0.018 0.011 -0.028
C 0.783 -1.330 2.243 -0.098 -0.424 -0.682
H 4.008 -2.154 2.907 -0.094 -0.207 0.087
C -0.329 -3.305 -2.253 -0.178 -0.114 -1.026
C -10.311 3.485 -1.520 -0.166 0.083 -0.090
H 10.016 -0.843 -1.192 -0.003 0.024 -0.004
H 2.692 0.084 -6.177 0.004 0.003 0.040
N 0.734 -2.731 5.834 -0.092 0.207 0.102
H 1.995 -3.665 -4.749 0.109 0.143 -0.018
N 0.276 1.186 -0.339 0.366 -0.461 1.048
H 1.965 -5.602 5.502 0.005 -0.004 -0.001
H -8.447 0.013 -2.926 0.032 0.060 0.012
C -2.162 -4.037 7.674 0.001 0.212 0.034
H 0.398 -3.186 -8.875 -0.027 0.021 -0.009
N 4.863 1.782 -4.662 0.149 0.077 0.133
H -4.859 -2.439 -4.801 -0.001 -0.011 -0.006
N 8.197 2.434 -1.283 0.209 -0.089 0.004
H 0.298 0.775 2.645 0.290 0.042 -0.028
H -3.206 -2.228 7.809 0.009 0.011 -0.013
H 2.644 -3.954 -3.164 0.107 0.284 0.146
C -4.765 -2.372 11.193 -0.205 -0.029 0.032
H 7.827 0.821 0.398 0.005 0.078 -0.013
H 7.474 -1.422 3.648 -0.017 0.011 -0.009
C -1.069 -1.847 -4.846 -0.068 0.936 0.233
C -0.707 -1.097 -3.572 0.271 -0.071 -0.317
H 5.517 5.733 0.860 -0.018 -0.001 0.023
C 3.156 1.020 -6.474 0.093 0.031 -0.008
H 6.462 1.705 1.094 -0.030 -0.017 -0.014
N 0.700 -5.696 -7.020 0.019 -0.061 0.200
H -5.325 2.809 -0.616 -0.021 -0.013 -0.014
C 2.751 -0.075 1.116 -0.469 -0.010 -0.531
C 0.932 -3.785 5.431 -0.003 -0.115 -0.017
H 3.670 0.877 -7.423 0.003 0.006 -0.005
H 2.514 -2.200 1.159 -0.550 -0.127 -0.107
N 5.684 -1.332 1.202 0.177 -0.335 -0.032
C 1.833 -3.455 -3.689 -0.240 -0.512 -0.385
H -1.008 0.789 -4.531 -0.035 -0.137 -0.097
H 1.885 -2.379 -3.533 -0.029 0.014 0.080
H 1.121 -0.091 4.005 0.108 0.142 -0.076
N 10.113 0.441 1.668 0.094 0.023 0.281
H 0.998 -4.490 -9.915 0.006 -0.024 0.008
H 11.717 -0.445 -0.887 -0.003 0.008 -0.013
C -11.406 4.199 -2.173 0.234 -0.346 0.073
C 7.669 -0.832 4.542 -0.051 -0.020 -0.011
C -4.698 1.948 -0.391 -0.038 -0.037 0.039
N 0.378 -0.758 -6.306 0.108 -0.350 0.210
H 2.543 -1.891 3.955 0.133 -0.351 -0.026
N 6.386 7.331 -1.709 0.046 0.017 -0.134
N -9.452 2.926 -1.008 0.157 -0.046 0.111
H 2.635 -0.127 0.031 -0.144 0.005 0.001
C 0.514 -5.058 -7.954 -0.021 0.123 -0.152
H -6.030 -3.094 -3.641 -0.012 0.009 -0.008
N -13.082 6.599 -2.346 -0.185 0.066 -0.057
H 3.801 0.126 1.288 0.032 -0.185 0.198
H -0.726 -4.400 -9.512 -0.006 -0.003 0.004
H -0.817 -0.504 0.992 0.205 0.125 -0.303
C 0.425 -0.171 3.173 -0.573 -0.399 0.000
H -2.124 -2.106 -4.797 0.056 -0.364 -0.194
H -6.223 -3.485 10.181 -0.007 -0.007 0.000
N 3.755 3.028 3.032 0.080 0.108 -0.261
N 5.428 -0.348 5.777 -0.185 0.126 0.106
C -10.287 -0.950 -3.210 0.115 0.159 0.062
C -11.717 8.633 -1.461 -0.011 -0.021 -0.005
N -1.957 -5.034 7.147 0.050 -0.256 -0.132
H 5.433 3.640 -2.165 -0.013 -0.052 -0.052
C 1.186 -5.122 4.914 -0.033 -0.038 -0.036
C -12.481 7.494 -1.957 -0.008 0.234 0.054
H -4.925 1.593 0.613 0.004 0.019 0.007
H -10.659 8.490 -1.676 0.007 0.011 0.004
H -0.004 -3.617 -1.272 -0.106 0.331 0.161
H -6.729 -1.859 10.676 -0.008 0.001 0.000
H 11.015 -1.921 -0.199 -0.001 -0.005 0.000
C -6.159 -2.738 10.970 0.020 0.006 0.000
O 0.398 -1.796 -0.153 -0.246 0.844 -0.046
H -2.748 -2.946 9.364 0.063 0.036 -0.030

=====

158
Properties=species:S:1:pos:R:3:forces:R:3 method="wB97M-V/def2-TZVPD" spin_multiplicity=1 relative_energy_kcal_mol=0.0 charge=-1 total_energy_ha=-4805.584945
C 0.516 4.648 0.212 0.341 -0.015 0.747
H 3.761 3.849 -0.167 0.211 0.048 0.408
H -0.021 -0.948 0.802 -0.123 -0.347 -0.143
H 0.659 -4.698 2.561 0.092 0.110 0.079
C -0.228 2.758 1.790 0.202 0.194 -0.383
C 4.325 -1.070 3.162 -0.177 -0.563 -0.181
O 7.249 4.682 2.435 0.153 0.143 0.144
C 6.461 3.827 -0.763 -0.221 0.396 -0.879
H -1.267 0.509 3.246 -0.164 0.006 0.310
H -5.080 -1.224 3.572 -0.076 -0.058 0.154
H 5.464 -0.102 -1.794 -0.269 -0.151 -0.002
H 3.928 -2.072 -1.420 -0.005 0.038 0.384
H -1.097 -4.610 -3.253 0.232 -0.258 0.066
H 5.844 4.606 -1.229 -0.182 0.018 0.421
H 6.114 1.825 -0.027 -0.345 -0.163 -0.238
C -2.744 -3.433 2.156 0.381 -0.150 -0.361
H -5.982 1.626 1.388 -0.253 0.062 -0.188
H -6.063 -2.834 -3.989 -0.174 -0.123 0.468
H 0.021 -0.609 3.001 0.122 -0.010 0.175
C 1.053 -0.476 6.813 -0.317 0.589 0.079
H 7.024 3.433 -1.609 0.275 -0.336 0.388
O 3.010 0.950 3.284 -0.408 -0.054 0.101
C -5.788 0.804 3.393 0.726 -0.037 -0.721
H 0.839 2.578 -4.708 -0.033 -0.204 -0.037
H -0.066 2.310 -3.181 -0.045 -0.137 -0.167
H -4.192 -0.763 -2.742 0.019 -0.084 -0.031
H 1.952 1.579 -2.055 0.230 -0.245 0.030
H 0.421 3.321 2.460 -0.225 -0.061 0.153
H 2.443 -0.897 0.826 -0.057 0.092 0.135
O -1.771 3.817 0.395 -0.024 0.126 0.107
O -0.146 0.379 -0.764 -0.431 0.277 0.337
C -2.484 -0.417 -0.398 0.127 0.188 0.604
C 5.929 -4.246 -1.101 -0.150 0.153 0.310
H 5.206 -1.572 3.567 0.055 0.198 0.094
O 0.979 -0.638 5.478 0.166 -0.130 0.012
H 5.834 1.012 3.709 -0.094 0.132 -0.049
H 1.215 -0.512 -2.694 -0.322 -0.013 -0.130
C -3.960 -4.211 -2.524 -0.471 0.274 -0.856
O -9.104 -0.064 3.339 -0.031 0.014 -0.077
H 5.290 -0.492 -0.085 0.081 -0.055 0.052
H 0.333 5.436 0.947 -0.327 0.084 -0.215
O 2.656 3.165 3.164 -0.192 0.151 -0.033
H 4.543 -0.752 2.142 0.111 0.137 0.065
C 3.882 0.080 4.024 0.883 0.127 0.314
H 0.152 1.746 1.673 -0.018 -0.019 0.048
C -6.095 0.666 1.886 0.468 0.043 0.454
C 1.528 0.054 -3.560 0.667 -0.084 0.367
C 3.714 0.486 -4.097 -0.897 -0.061 -0.238
O -5.564 1.935 -4.579 0.109 -0.197 -0.363
H 3.406 -0.290 4.934 -0.433 0.131 -0.185
H -3.209 -2.085 -4.408 0.172 -0.201 0.227
H 0.763 -2.231 -3.002 0.180 -0.224 0.208
H -1.276 -1.084 4.068 -0.095 0.087 0.125
H -6.849 5.032 -1.043 -0.015 -0.088 0.032
O 1.721 -4.040 -3.385 0.052 -0.115 0.177
H -1.109 1.746 6.189 0.237 0.122 -0.107
O -1.469 -2.985 2.232 -0.145 -0.116 0.288
H 1.542 4.341 0.446 -0.034 -0.116 -0.340
F -2.176 -0.069 0.886 -0.051 -0.060 -0.081
H 0.123 -3.864 -5.464 -0.052 0.019 0.096
C 5.450 -2.744 -2.765 0.564 -0.015 0.678
C -5.905 4.498 -0.910 -0.211 0.802 -0.145
H -5.415 1.812 3.578 -0.257 0.012 0.283
C -5.186 4.429 -2.233 -0.121 -1.212 -0.087
C -0.666 -3.642 1.243 0.171 0.336 -0.652
C -2.407 3.337 1.481 0.123 -0.186 -0.274
C 5.003 1.052 4.422 0.292 -0.574 -0.527
C -7.980 0.229 3.080 0.067 0.041 0.295
H 0.815 -0.028 -4.374 -0.192 0.124 0.105
O -7.069 0.623 3.999 -0.173 0.095 -0.014
H -5.058 5.379 -2.751 -0.071 0.134 0.172
C -3.882 3.635 -2.192 0.139 0.383 0.370
H -5.332 -0.411 -4.009 -0.172 -0.128 -0.047
C 1.880 -0.152 0.258 0.139 -0.330 -0.137
O 2.512 -5.273 -1.668 0.079 -0.392 -0.093
C 1.887 1.472 -3.137 -0.728 0.365 -0.550
H -5.905 -0.790 -2.371 -0.173 -0.186 -0.103
C -0.663 -0.235 3.769 0.153 -0.134 -0.792
C -5.170 -1.043 -3.134 0.336 0.376 0.023
C 5.016 -2.169 -1.397 0.049 -0.016 -0.650
H 3.609 2.148 0.362 0.036 0.029 0.100
O -7.444 0.214 1.848 -0.116 0.015 -0.224
H -3.002 4.267 -2.093 0.043 -0.054 -0.302
O 1.797 -1.045 7.545 0.185 -0.161 -0.081
C 6.849 4.178 1.440 -0.093 -0.388 -0.133
O 4.383 2.331 4.341 -0.142 0.165 0.165
H -5.449 -0.059 1.399 -0.059 -0.120 -0.031
C 0.910 2.519 -3.623 0.187 0.427 0.401
C 1.610 -4.743 -2.235 0.027 0.975 0.197
H 6.256 -2.153 -3.196 -0.130 0.060 -0.216
O -1.306 -0.592 -2.516 -0.284 -0.967 0.065
O -3.883 2.930 -3.436 0.117 -0.209 0.061
O -3.574 3.463 1.677 -0.345 0.047 0.076
C -5.147 -2.503 -3.492 0.490 0.226 -0.399
H -0.545 -2.945 0.411 -0.213 -0.012 0.069
H -1.794 1.138 -1.614 0.049 0.101 0.278
H -3.785 -0.065 3.615 -0.047 0.271 -0.201
O 6.007 -4.021 -2.417 -0.154 -0.079 -0.419
H -5.327 5.055 -0.171 0.112 -0.178 0.024
H -4.849 -0.190 5.016 0.040 -0.168 -0.042
H 0.946 -2.322 -5.442 0.006 0.164 0.166
F -2.700 -1.736 -0.398 0.118 -0.149 -0.076
O -3.445 -4.073 -3.778 0.241 0.048 0.150
C -4.816 -0.228 3.924 -0.212 -0.082 0.277
C 5.676 -0.866 -1.036 -0.131 0.890 -0.185
C 5.643 2.807 0.023 0.631 0.571 0.785
H -0.203 2.729 -0.369 -0.195 -0.027 0.035
O 3.190 1.670 -3.720 0.331 0.110 0.244
H 1.222 3.499 -3.249 -0.006 -0.025 -0.110
C 0.712 -3.967 1.751 -0.202 -0.458 0.150
H -4.244 -3.125 -5.408 -0.046 -0.027 0.027
C -1.558 -4.792 0.776 0.710 0.391 -0.366
O 6.301 -5.227 -0.547 0.111 -0.099 -0.001
H 0.454 5.017 -0.808 0.006 0.143 0.000
H 1.786 0.768 0.835 0.107 -0.079 0.092
C 0.200 -2.917 -4.917 -0.098 -0.650 -0.462
H -1.218 -5.761 1.146 -0.366 -0.022 0.244
C -0.379 3.456 0.428 0.293 -0.455 -0.219
O -5.980 3.573 -3.109 0.176 0.122 0.011
O 4.819 0.313 -4.495 0.687 0.106 0.038
H -1.551 -4.804 -0.307 -0.332 -0.289 -0.018
H -6.126 3.499 -0.543 0.142 -0.062 0.040
C -5.171 2.725 -3.787 -0.230 0.577 0.320
C 3.286 2.239 3.567 0.476 -0.229 0.075
H 4.015 2.591 -1.307 0.032 -0.244 0.121
H 0.656 -1.543 -0.784 -0.414 -0.166 0.086
H 4.625 -2.863 -3.459 0.004 -0.092 -0.050
H 1.214 -3.063 2.095 0.022 0.006 0.063
F -3.674 0.178 -0.632 -0.155 -0.047 -0.119
O 0.165 0.468 7.219 0.038 -0.056 -0.121
H 1.293 -4.408 0.938 0.015 0.043 -0.008
H 2.466 0.062 -0.641 -0.042 0.043 -0.008
H 5.410 0.851 5.409 -0.224 0.263 0.158
C 0.503 -0.683 -0.119 0.842 0.559 0.047
O 7.325 4.421 0.198 0.122 0.115 -0.122
H -3.857 2.926 -1.360 -0.146 -0.085 -0.087
H -1.580 0.039 6.243 -0.017 0.069 -0.165
O 5.873 3.251 1.388 -0.167 -0.005 0.054
C -0.474 -3.933 -2.669 -0.002 0.646 -0.480
C 0.098 0.363 4.908 -0.189 0.076 0.306
O -1.565 2.680 2.291 0.008 0.208 0.223
C -1.442 0.091 -1.428 0.495 0.885 -1.088
H -0.776 -2.434 -4.964 0.085 0.195 0.073
O -3.657 -5.082 -1.779 0.308 -0.150 0.329
O -2.849 -4.421 1.245 -0.078 -0.141 0.391
C 0.564 -3.185 -3.486 -0.361 0.151 -0.408
H 3.557 -1.844 3.105 -0.080 0.139 -0.023
O -4.894 -3.274 -2.308 -0.248 -0.217 0.196
O 0.359 -4.635 -1.735 -0.256 -0.261 0.116
H 6.767 -0.887 -1.002 -0.015 -0.504 0.154
C -0.737 0.729 6.127 -0.107 -0.472 0.281
H -1.123 -3.185 -2.205 0.101 -0.232 0.427
C 4.177 2.845 -0.250 -0.436 -0.268 -1.050
O 2.790 -0.485 -4.019 0.048 -0.104 0.209
H 0.727 1.200 4.595 -0.032 0.013 -0.062
O -3.643 -3.005 2.805 -0.149 0.077 0.129
O 5.392 -3.176 -0.459 -0.149 -0.116 -0.122
C -3.954 -2.886 -4.386 -0.221 0.245 -0.062

=====

| no. | E_LUMO (eV) | HOMO-LUMO gap (Ha) | HOMO level (eV) |
| --- | --- | --- | --- |
| 1 | -0.4809 | 0.2773 | -8.03 |
| 2 | 1.7223 | 0.3010 | -6.47 |